178
Properties=species:S:1:pos:R:3:forces:R:3 method="wB97M-V/def2-TZVPD" e_homo_ev=-5.67 gap_ev=5.45
N -0.6328 -0.3101 -0.3323 0.09 0.59 0.05
H -0.7867 0.4515 0.3129 -0.58 1.22 1.36
H 0.3485 -0.1767 -0.5306 0.31 -0.70 -0.38
H -1.2107 -0.1528 -1.1456 0.14 0.09 -0.35
H -0.9343 -1.1705 0.1023 0.19 -0.73 0.33
C -2.8334 2.3542 3.4864 -0.07 0.37 0.01
C -2.6532 1.4004 2.3253 -0.20 -0.09 -0.21
C -4.0015 1.0962 1.6599 -0.04 1.15 -0.18
C -4.4919 2.2218 0.7261 0.67 -1.15 -1.19
C -3.3935 2.4075 -0.3873 -0.50 0.50 0.62
C -2.0692 2.9121 0.2014 0.19 0.13 0.75
N -1.6870 1.9353 1.3153 1.27 -1.21 -0.89
O -0.2445 1.7825 1.7054 -2.00 0.65 -0.54
C -2.3312 4.3954 0.6579 0.56 -0.61 0.82
C -1.0048 2.9609 -0.9952 -0.71 -0.16 1.28
C -2.3037 0.0299 3.0113 2.03 0.37 -0.86
H -3.2408 3.3229 3.1969 -0.08 -0.01 -0.09
H -1.8455 2.5312 3.9117 -0.06 -0.03 0.28
H -3.5232 1.8784 4.1834 0.14 0.22 0.44
H -4.7554 0.8881 2.4191 0.01 0.06 0.22
H -3.8785 0.1652 1.1066 -0.07 0.01 -0.39
H -4.7831 3.1689 1.1803 0.50 -0.06 0.36
H -5.4354 1.8612 0.3166 -0.09 -0.01 -0.49
H -3.6763 3.1512 -1.1323 -0.37 0.15 -0.03
H -3.1805 1.5064 -0.9624 -0.27 -0.45 0.26
H -3.1395 4.4913 1.3828 -0.20 -0.30 -0.13
H -2.5719 5.0627 -0.1697 0.22 -0.04 -0.15
H -1.4706 4.7627 1.2171 0.28 0.16 -0.35
H -1.1854 2.1184 -1.6628 0.34 -0.23 0.08
H 0.0189 2.9976 -0.6226 -0.07 -0.38 0.12
H -1.1190 3.8566 -1.6058 -0.30 0.19 0.24
H -3.1287 -0.4389 3.5477 -0.14 0.31 -0.12
H -1.4440 0.1488 3.6707 -0.18 0.38 0.50
H -1.8606 -0.6916 2.3249 -0.59 -0.09 -0.46
O 4.3276 2.6225 5.6879 -3.07 -1.09 -0.80
C 3.1284 2.2940 5.7023 2.92 -0.30 0.17
O 2.5231 1.4742 4.8168 1.01 -0.93 -0.57
C 1.1247 1.2306 5.0511 -0.94 2.46 1.39
C 0.8275 2.0802 6.3726 -0.27 -0.42 -1.07
C 2.1756 2.6946 6.7403 -1.30 0.72 0.70
H 0.7092 0.2309 5.1778 1.26 -0.49 -0.20
H 0.5996 1.6917 4.2145 -0.01 -0.21 -0.21
H 0.4036 1.4818 7.1790 0.13 -0.07 -0.12
H 0.0751 2.8121 6.0786 0.09 0.16 0.31
H 2.4915 2.4017 7.7416 0.30 0.02 -0.18
H 2.1748 3.7838 6.6993 -0.15 0.08 0.27
O -7.9597 -1.0513 -4.6576 0.56 1.48 1.78
C -7.6586 -0.3605 -3.6916 -0.60 -1.73 -1.89
O -6.3826 -0.0008 -3.4608 1.28 -0.71 -2.72
C -6.1047 0.5075 -2.2056 -1.17 -0.94 1.56
C -7.4721 0.9320 -1.7594 -1.26 2.07 0.61
C -8.5207 0.1804 -2.5992 0.70 0.28 0.85
H -5.3655 1.3086 -2.2103 -0.03 -0.26 -0.09
H -5.8371 -0.3409 -1.5757 0.88 0.09 0.12
H -7.5572 1.9754 -2.0628 -0.14 0.26 0.31
H -7.6490 0.8911 -0.6846 0.11 -0.08 -0.08
H -9.2607 0.8694 -3.0064 -0.10 -0.30 0.04
H -8.9946 -0.6036 -2.0087 -0.14 -0.13 -0.39
O 8.0804 1.4185 -1.0916 -1.13 0.29 1.16
C 7.4665 1.2248 -0.0532 1.86 0.05 -1.94
O 7.5490 0.0364 0.5233 0.91 -2.36 -0.63
C 6.7960 -0.1099 1.7015 -0.20 0.46 0.23
C 5.8861 1.0586 1.6163 -1.08 1.89 0.80
C 6.6408 2.1186 0.7854 -0.01 0.14 0.57
H 7.4614 -0.0836 2.5644 0.07 0.02 -0.01
H 6.1619 -0.9931 1.7789 0.65 -0.49 -0.55
H 5.6909 1.3447 2.6498 -0.62 0.51 -0.22
H 4.9704 0.8007 1.0843 -0.14 -0.05 0.22
H 7.3180 2.7116 1.4001 0.19 -0.08 0.18
H 6.1424 2.8629 0.1643 -0.54 -0.36 0.17
O -0.9370 -6.8307 1.7028 1.26 0.37 0.07
C 0.2764 -6.7103 1.6213 -2.71 -0.27 -0.86
O 1.0636 -6.8292 2.6679 -1.84 0.13 1.92
C 2.4104 -6.9454 2.3766 1.08 0.93 -0.45
C 2.3944 -7.0222 0.8771 1.95 -1.01 -1.97
C 1.0680 -6.5078 0.3537 0.50 -0.40 1.44
H 2.7895 -7.8074 2.9255 0.18 0.06 -0.29
H 2.9455 -6.0423 2.6701 0.01 -0.05 0.48
H 2.5193 -8.0638 0.5812 0.00 -0.09 -0.14
H 3.2116 -6.4751 0.4071 0.22 -0.08 0.24
H 0.6710 -7.1519 -0.4308 -0.11 0.58 -0.13
H 1.1601 -5.4418 0.1458 -0.44 -0.02 -0.39
O 0.9177 6.1328 -0.0403 3.04 -3.41 0.45
C 1.7513 5.2146 0.1941 -3.06 4.00 -1.33
O 2.4887 4.6511 -0.8340 -1.50 1.07 -0.19
C 3.4811 3.7733 -0.3609 0.03 0.77 1.13
C 3.0261 3.5179 1.0613 1.05 -1.16 1.58
C 2.0655 4.6245 1.5232 0.49 -1.70 -0.64
H 4.4255 4.3169 -0.3910 0.23 -0.14 -0.18
H 3.5358 2.8713 -0.9704 -0.05 0.16 0.07
H 3.8636 3.5310 1.7587 0.20 -0.50 -0.12
H 2.5582 2.5338 1.0862 -0.23 0.07 0.33
H 2.4788 5.2444 2.3188 0.08 0.53 -0.62
H 1.2005 4.1336 1.9692 -0.44 0.12 -0.32
O 1.8846 -4.9463 5.7491 -2.24 0.95 -1.64
C 0.9888 -4.4626 5.0342 2.49 -3.42 2.47
O 1.2026 -3.3512 4.3981 0.42 2.29 -1.36
C 0.0386 -2.8144 3.7729 -2.16 -0.53 -0.05
C -1.0039 -4.0202 3.7615 0.95 0.64 0.56
C -0.3934 -5.0030 4.8136 -1.24 0.75 -0.72
H 0.1937 -2.3269 2.8104 0.69 -0.84 -0.35
H -0.3529 -1.9507 4.3103 0.09 -0.23 0.84
H -1.0378 -4.4893 2.7782 -0.02 0.05 0.10
H -2.0123 -3.7077 4.0325 0.12 0.14 -0.15
H -0.5588 -6.0137 4.4404 0.96 -0.06 0.16
H -0.8777 -4.9941 5.7901 -0.20 0.31 0.02
O -1.8564 -0.0951 -2.7431 -0.52 -0.06 -1.15
C -2.4277 0.1012 -3.7911 0.18 -1.14 -0.51
O -2.6126 -0.9082 -4.7231 -0.23 0.97 0.74
C -3.4123 -0.3824 -5.8320 0.18 0.04 -0.23
C -3.1768 1.1134 -5.7906 0.26 -0.41 -0.95
C -3.0611 1.3512 -4.3019 -0.41 1.03 -0.44
H -4.4776 -0.5733 -5.7025 0.03 -0.31 0.50
H -3.1162 -0.8757 -6.7578 0.30 0.00 0.21
H -3.9109 1.6280 -6.4105 -0.31 0.26 0.70
H -2.2282 1.3793 -6.2572 0.25 -0.20 0.00
H -4.0397 1.4165 -3.8263 -0.08 0.12 0.02
H -2.5183 2.2793 -4.1225 0.05 -0.42 0.51
O 1.7585 0.2273 -1.4822 1.57 0.58 -0.56
C 2.7216 0.6473 -2.1017 -2.76 -0.36 -0.36
O 3.9107 0.1011 -2.0118 -0.89 -2.07 2.24
C 4.8435 0.7067 -2.7817 2.63 1.94 -1.52
C 4.1058 1.5647 -3.7739 -0.09 -0.46 -1.94
C 2.7253 1.6904 -3.1896 0.40 1.66 0.21
H 5.5507 -0.0007 -3.2147 -0.23 -0.16 0.10
H 5.4274 1.4267 -2.2084 0.29 -0.35 0.55
H 3.9095 1.0856 -4.7331 0.78 -0.28 -0.18
H 4.6554 2.4834 -3.9787 -0.30 0.05 0.10
H 1.9652 1.6226 -3.9678 -0.28 -0.39 0.55
H 2.6795 2.7068 -2.7984 -0.71 -0.12 0.48
O -1.9387 -2.4698 0.6681 -1.10 -1.27 -1.56
C -2.3341 -3.2717 -0.1831 1.38 0.68 0.93
O -2.7966 -4.4622 0.2076 -1.00 -0.05 0.02
C -2.9835 -5.3684 -0.9147 1.41 -0.12 0.59
C -2.0913 -4.7598 -1.9495 -0.65 0.98 -2.53
C -2.2110 -3.2299 -1.7429 0.37 -0.70 2.89
H -4.0032 -5.5077 -1.2737 -0.17 0.41 0.55
H -2.5494 -6.3146 -0.5915 -0.43 -0.06 0.18
H -2.5198 -4.9355 -2.9362 0.24 -0.45 -0.20
H -1.0760 -5.1564 -1.9570 0.03 0.31 0.34
H -3.1629 -2.8017 -2.0569 0.19 -0.03 -0.61
H -1.3353 -2.6198 -1.9647 -0.33 -0.07 -0.39
O 5.0710 -4.3619 2.4663 0.43 -2.35 -1.39
C 4.4571 -3.3483 2.4051 1.02 -0.26 -1.89
O 4.4664 -2.6456 3.4793 -0.94 2.23 2.66
C 3.7832 -1.4060 3.3498 1.35 1.12 -0.33
C 3.1936 -1.4364 1.9710 -2.47 0.13 -0.83
C 3.7276 -2.6541 1.2186 0.00 -0.18 2.23
H 4.5403 -0.6219 3.3365 0.18 0.07 0.54
H 3.1206 -1.1903 4.1880 -0.09 -0.47 -0.20
H 3.2294 -0.5020 1.4110 0.32 0.04 0.17
H 2.1257 -1.6111 2.1025 -0.20 0.15 -0.16
H 4.3326 -2.3907 0.3510 0.06 -0.58 0.17
H 2.8976 -3.3350 1.0297 0.24 0.15 -0.77
O 1.0651 -2.9678 -0.6522 0.73 0.54 -0.14
C 1.8187 -3.0294 -1.5893 -0.77 -1.80 -1.02
O 3.0189 -3.6670 -1.5386 -0.14 -0.61 1.00
C 3.5550 -4.0349 -2.8088 0.26 1.03 -0.85
C 2.7993 -3.1698 -3.7908 -0.74 1.63 -0.55
C 1.4904 -2.8004 -3.0609 1.16 0.04 0.11
H 3.4372 -5.0580 -3.1660 -0.17 -0.43 1.13
H 4.6141 -3.7821 -2.7588 -0.04 -0.23 -0.11
H 2.5348 -3.5957 -4.7586 0.42 -0.35 0.13
H 3.3210 -2.2361 -4.0007 0.29 -0.05 0.00
H 0.7672 -3.5525 -3.3763 -0.64 0.50 0.32
H 1.2260 -1.7536 -3.2106 -0.58 -0.32 -0.16
O -4.3223 4.4474 -5.4658 2.81 2.25 1.38
C -3.5175 5.1399 -4.8108 -2.54 -0.73 -1.65
O -3.0113 6.3798 -5.2349 -1.61 -2.33 0.16
C -2.2987 6.9992 -4.1582 0.02 -0.01 -0.76
C -2.6117 6.2261 -2.9138 0.80 -1.23 0.88
C -3.0865 4.8366 -3.3864 0.08 1.39 -0.54
H -2.6322 8.0346 -4.0877 0.32 -0.01 -0.20
H -1.2617 6.8869 -4.4747 0.20 0.55 0.46
H -3.3599 6.6826 -2.2658 0.20 0.13 -0.08
H -1.6658 6.0650 -2.3968 -0.24 0.42 0.62
H -3.9217 4.4840 -2.7813 0.14 -0.28 -0.35
H -2.2667 4.1185 -3.4078 -0.14 0.00 0.12